Record 1
The following is a quantum chemistry calculation of an isolated ion of composition C5H12NO2 and charge -1 in a non-equilibrium geometry, from the OMol25 dataset.

The geometry in XYZ format:
```
20
Properties=species:S:1:pos:R:3:forces:R:3
C 1.48904 0.07266 -0.39385 1.93 -2.46 1.45
C 2.39236 0.60828 -1.46781 1.64 1.40 -0.86
O 3.44648 -0.40932 -1.74333 -1.02 -1.77 1.43
C 0.14286 0.70307 0.07882 2.30 -0.79 -0.43
N -0.73516 -0.40361 -0.09166 -1.78 -0.85 1.30
C -2.09534 -0.04176 0.21165 -2.94 -2.00 -0.20
C -2.68123 -0.50993 1.74048 0.68 0.36 -2.75
O -1.85111 -1.35563 2.23217 1.84 -2.03 1.34
H 2.17874 -0.16185 0.50590 -0.80 1.06 -0.95
H 1.43641 -1.06227 -0.70758 -1.23 2.08 0.31
H 2.95557 1.55524 -1.14265 -0.54 -1.31 -0.09
H 1.93777 1.00009 -2.46516 0.27 -1.43 1.51
H 3.29580 -1.31893 -1.19650 0.02 3.64 -1.83
H 0.22290 1.17336 1.06993 0.16 -0.63 0.44
H -0.09266 1.58974 -0.49742 -0.46 -0.16 -0.95
H -0.55169 -1.19246 0.63450 -0.22 1.56 -0.85
H -2.80987 -0.61283 -0.40403 0.50 -0.42 -0.43
H -2.39348 0.93862 -0.09792 0.44 1.28 0.21
H -2.57509 0.47826 2.19231 -1.48 0.63 1.06
H -3.71230 -1.05074 1.54215 0.70 1.84 0.29
```
Positions in Å, forces in eV/Å.

Values from the calculation:
* charge: -1
* molecular weight: 118.156 g mol⁻¹
* DFT total energy: -402.830619 hartree
* Kohn-Sham gap: 5.75 eV
* energy relative to the best compared isomer or geometry (same formula, charge and spin): 124.8 kcal/mol
* spin multiplicity: 1
* SMILES string: [O-]CCNCCCO

Record 2
The following is a quantum chemistry calculation of an isolated ion of composition C5H12NO2 and charge -1 in a non-equilibrium geometry, from the OMol25 dataset.

The geometry in XYZ format:
```
20
Properties=species:S:1:pos:R:3:forces:R:3
C 1.92901 -0.34736 -0.31770 0.87 -1.38 0.45
O 2.64482 -1.43786 -0.67786 -0.31 -0.40 0.00
C 0.60897 -0.22170 -1.13304 -0.24 1.79 0.50
C -0.51421 0.36430 -0.22349 0.58 -1.94 0.36
C -1.07118 -0.64945 0.80061 -1.82 0.86 0.09
C -2.21614 -0.02643 1.63818 0.30 2.32 0.10
O -1.86888 1.29106 2.15867 -0.05 -0.51 0.62
N 0.64343 0.61682 -2.36142 0.87 -0.45 -0.80
H 2.68090 0.46281 -0.32904 -0.79 1.32 -0.42
H 1.58433 -0.33450 0.77722 0.15 -0.16 -0.25
H 0.44760 -1.23388 -1.50472 -0.33 -0.06 0.30
H 0.06082 1.07394 0.40669 -0.76 0.63 -0.75
H -1.37374 0.63631 -0.84100 0.27 1.00 0.09
H -1.72574 -1.36951 0.28189 1.31 -0.83 -0.04
H -0.25576 -0.95604 1.45284 -0.24 -0.80 -0.19
H -3.10121 0.22656 1.02261 0.20 -0.88 -0.12
H -2.54106 -0.55508 2.53709 0.17 -0.48 -0.34
H -1.28153 1.67560 1.51380 0.26 0.27 -0.28
H 0.77694 1.62175 -2.27085 -0.26 -0.11 0.95
H 1.53232 0.35220 -2.78904 -0.19 -0.20 -0.28
```
Positions in Å, forces in eV/Å.

Values from the calculation:
* charge: -1
* molecular weight: 118.156 g mol⁻¹
* DFT total energy: -402.887775 hartree
* Kohn-Sham gap: 5.88 eV
* energy relative to the best compared isomer or geometry (same formula, charge and spin): 88.9 kcal/mol
* spin multiplicity: 1
* SMILES string: N[C@@H](C[O-])CCCO